[1]
{
  "formula": "C4H12NP",
  "method": "ωB97M-V with the def2-TZVPD basis set",
  "homo_energy_ev": -7.89,
  "charge": 0,
  "largest_force_ev_per_a": 3.8,
  "spin_multiplicity": 1,
  "elements": ["C", "C", "C", "C", "N", "P", "H", "H", "H", "H", "H", "H", "H", "H", "H", "H", "H", "H"],
  "xyz": [[0.47215, 1.30390, -0.47166], [1.96155, 1.52315, -0.58968], [-2.06738, 0.06705, -0.40803], [0.26503, -1.91916, 0.18820], [-0.22113, -0.00323, 1.84676], [-0.33945, -0.12796, 0.11576], [0.08885, 0.17993, -2.20529], [2.05542, 2.66628, -0.83395], [2.51183, 1.01515, -1.43426], [2.47153, 1.30160, 0.42005], [-2.25809, -0.64912, -1.38423], [-2.77285, -0.22598, 0.39223], [-2.12238, 1.08311, -0.71896], [1.27382, -1.76456, -0.08771], [0.29656, -2.35180, 1.19508], [-0.37513, -2.38713, -0.58125], [-0.41217, 0.86588, 2.22465], [-0.82816, -0.57712, 2.33230]],
  "nbo_charge": [-0.492, -0.744, -0.981, -0.950, -1.154, 1.568, -0.143, 0.216, 0.237, 0.219, 0.253, 0.235, 0.274, 0.241, 0.245, 0.234, 0.374, 0.369]
}


[2]
{
  "formula": "CHNO4",
  "method": "ωB97M-V with the def2-TZVPD basis set",
  "homo_energy_ev": -10.79,
  "charge": 0,
  "largest_force_ev_per_a": 2.9,
  "spin_multiplicity": 1,
  "smiles": "O=C=O.O=NO",
  "elements": ["N", "O", "O", "H", "C", "O", "O"],
  "xyz": [[1.81595, 0.32099, 0.00000], [2.81879, 0.90056, 0.00000], [0.68996, 1.23200, 0.00000], [-0.00828, 0.54363, 0.00000], [-1.77576, -1.00949, 0.00000], [-0.92491, -1.81739, 0.00000], [-2.61575, -0.17030, 0.00000]],
  "nbo_charge": [0.358, -0.242, -0.574, 0.457, 1.005, -0.499, -0.506]
}


[3]
{
  "formula": "C21H51IO9P2Si",
  "method": "ωB97M-V with the def2-TZVPD basis set",
  "homo_energy_ev": -9.31,
  "charge": 0,
  "largest_force_ev_per_a": 6.1,
  "spin_multiplicity": 1,
  "elements": ["C", "C", "C", "C", "Si", "C", "C", "O", "C", "I", "C", "C", "H", "H", "H", "H", "H", "H", "H", "H", "H", "H", "H", "H", "H", "H", "H", "H", "H", "H", "H", "H", "H", "O", "P", "O", "C", "C", "O", "C", "C", "O", "C", "C", "H", "H", "H", "H", "H", "H", "H", "H", "H", "H", "H", "H", "H", "H", "H", "O", "P", "O", "C", "C", "O", "C", "C", "O", "C", "C", "H", "H", "H", "H", "H", "H", "H", "H", "H", "H", "H", "H", "H", "H", "H"],
  "xyz": [[-3.00086, -2.94331, 3.87694], [-3.00226, -3.04316, 2.33446], [-1.58456, -3.33206, 1.79898], [-0.78752, -2.02341, 1.50928], [0.97434, -1.98205, 2.16232], [1.80407, -0.37704, 1.57469], [2.35125, -0.46046, 0.15339], [1.27018, -0.44538, -0.78078], [2.07364, -3.42000, 1.59323], [4.01851, -3.05036, 2.52441], [1.62268, -4.83260, 2.04335], [1.04026, -5.64289, 0.88525], [-3.25455, -1.93699, 4.21159], [-2.01817, -3.16508, 4.30049], [-3.67406, -3.68086, 4.31278], [-3.41960, -2.15184, 1.86599], [-3.61864, -3.89643, 2.04125], [-1.62446, -3.89367, 0.86577], [-1.04376, -3.88628, 2.56723], [-0.84816, -1.73348, 0.45871], [-1.31297, -1.22516, 2.05360], [0.92299, -1.94875, 3.64210], [1.09706, 0.45591, 1.59877], [2.62368, -0.16882, 2.26647], [3.02507, 0.38117, -0.03982], [2.96396, -1.35796, 0.01601], [1.47835, 0.17818, -1.47773], [2.27488, -3.43070, 0.52443], [0.97432, -4.81338, 2.92056], [2.52059, -5.36982, 2.35108], [0.99011, -6.70092, 1.14548], [1.67760, -5.56135, 0.00132], [0.04637, -5.31379, 0.58106], [1.55967, 1.48390, -6.40117], [2.48120, 0.44629, -6.91510], [3.39244, -0.01625, -5.64792], [2.79829, -0.19263, -4.36652], [2.01288, -1.48690, -4.27493], [3.55980, 1.35767, -7.75126], [3.14384, 2.56769, -8.39334], [3.67062, 3.76762, -7.63591], [2.71209, -0.83508, -7.84611], [4.03862, -1.35585, -8.05373], [4.12409, -2.75716, -7.49544], [2.16415, 0.66053, -4.11265], [3.61616, -0.20573, -3.64386], [1.24539, -1.53870, -5.05133], [1.53290, -1.57314, -3.29886], [2.67095, -2.34609, -4.41027], [2.05869, 2.61051, -8.48123], [3.55668, 2.55266, -9.40391], [3.36256, 3.73652, -6.59122], [3.30910, 4.69569, -8.08194], [4.76149, 3.77828, -7.65146], [4.80172, -0.72002, -7.61453], [4.20282, -1.37012, -9.13159], [3.97441, -2.75083, -6.41598], [5.10120, -3.19298, -7.70706], [3.35053, -3.39344, -7.92656], [-5.25626, 3.75666, 5.62311], [-4.15842, 3.11139, 4.86942], [-2.83057, 4.01040, 5.14187], [-2.56366, 4.52044, 6.44600], [-2.03042, 3.44594, 7.37482], [-4.51884, 3.55535, 3.33073], [-5.88015, 3.73926, 2.92859], [-6.17791, 5.21313, 2.75519], [-3.43230, 1.76296, 4.39955], [-2.37081, 1.80834, 3.42842], [-1.08875, 1.31750, 4.05852], [-3.45365, 4.98822, 6.87002], [-1.81895, 5.30783, 6.32520], [-2.72167, 2.60171, 7.43722], [-1.87721, 3.84910, 8.37616], [-1.07728, 3.06034, 7.01101], [-6.56426, 3.28733, 3.64619], [-6.00694, 3.21774, 1.97777], [-5.94481, 5.76844, 3.66323], [-7.22935, 5.36876, 2.50757], [-5.56796, 5.63261, 1.95372], [-2.23782, 2.80205, 3.01078], [-2.66527, 1.14667, 2.61208], [-0.77643, 1.97785, 4.86727], [-0.28865, 1.27689, 3.31825], [-1.22425, 0.32339, 4.48856]],
  "mulliken_charge": [-0.856, -0.789, -0.280, 0.295, -0.144, -0.537, -0.536, -0.456, -0.940, -0.006, -0.379, -1.169, 0.098, 0.283, 0.333, 0.437, 0.377, 0.115, 0.096, 0.552, -0.355, -0.091, 0.212, 0.460, 0.499, 0.144, 0.238, 0.683, 0.273, 0.516, 0.380, 0.365, 0.160, -0.784, 1.091, -0.308, -0.307, -0.816, -0.380, -0.331, -1.086, -0.382, -0.125, -1.064, 0.386, 0.217, 0.275, 0.292, 0.211, 0.343, 0.333, 0.276, 0.366, 0.289, 0.310, 0.366, 0.158, 0.374, 0.297, -0.797, 0.898, -0.288, -0.349, -0.956, -0.345, -0.337, -1.101, -0.258, -0.171, -0.485, 0.346, 0.304, 0.262, 0.390, 0.224, 0.347, 0.341, 0.275, 0.369, 0.291, 0.386, 0.352, 0.165, -0.072, 0.231]
}


[4]
{
  "formula": "C3H3N3O",
  "method": "ωB97M-V with the def2-TZVPD basis set",
  "homo_energy_ev": -9.76,
  "charge": 0,
  "largest_force_ev_per_a": 1.9,
  "spin_multiplicity": 1,
  "smiles": "N=C=CC=O.N#N",
  "elements": ["N", "C", "N", "N", "O", "C", "C", "H", "H", "H"],
  "xyz": [[2.10338, 0.09817, 0.24312], [1.04034, -0.49325, 0.19882], [0.32134, 2.05018, -1.25490], [-0.59636, 2.46358, -0.80786], [-2.39771, -1.16021, 0.79982], [-1.40096, -0.53305, 0.51202], [-0.09385, -1.16876, 0.29561], [2.51115, 0.42751, -0.62956], [-1.43899, 0.56780, 0.38505], [-0.04834, -2.25197, 0.25787]],
  "nbo_charge": [-0.605, 0.493, -0.011, 0.014, -0.528, 0.405, -0.550, 0.399, 0.116, 0.268]
}